Record 1
The following is a quantum chemistry calculation of a 19-piece molecular cluster, H37O19 overall in a non-equilibrium geometry, from the Open Molecules 2025 dataset.

Values from the calculation:
E (eV): -39504.5595
Frontier orbital gap (eV): 9.61
Spin multiplicity: 1
LUMO energy (eV): 2.06
Net charge: -1
HOMO level (eV): -7.553

Each line ends with the Löwdin charge.
Positions of all 56 atoms, in Å:
O 0.3318 0.0160 -4.9936  -0.06
O 0.0927 0.0204 2.7272  -0.04
O 2.2722 -4.4426 0.2579  -0.05
O -4.1887 -0.0129 2.8352  -0.06
O 2.8066 1.6216 -2.4284  -0.05
O -1.8346 1.1132 -0.1193  -0.15
O -0.6261 4.1696 -1.7249  -0.08
O 1.6413 3.4602 1.5774  -0.03
O 0.4967 -2.3833 0.8721  -0.08
O -2.1367 3.5416 0.8967  -0.12
O 2.4535 0.0740 1.1091  -0.04
O 2.1202 -2.4033 2.7342  -0.09
O -2.3776 -1.9865 1.4149  -0.14
O -0.0862 -0.3576 -1.0744  -0.31
O -3.5715 -2.3338 -0.8264  -0.10
O 2.3892 1.1916 3.5667  -0.08
O -3.1224 1.0167 -4.0027  -0.05
O 4.4650 0.3544 -0.7542  -0.08
O -1.1044 -2.5622 -1.6904  -0.10
H 1.6054 1.3449 3.0641  -0.04
H -0.6225 3.3260 -1.2292  0.02
H 1.4017 -2.4003 1.9994  -0.03
H 1.8392 3.9226 0.7731  0.03
H 2.8460 -2.9310 2.4569  0.00
H -2.1916 0.7639 -3.9477  0.02
H 3.0281 -3.8507 0.3216  0.04
H 4.1807 0.5981 -1.6334  -0.02
H -0.6138 -1.6804 -1.6220  -0.01
H -3.6848 -1.3884 -0.8661  0.03
H 0.0057 -0.6647 2.0255  0.03
H 1.9432 0.8618 1.1317  0.00
H -1.9838 0.7416 0.7556  -0.01
H -1.7911 -2.1292 0.6100  0.02
H -3.3856 0.0280 2.2876  0.01
H -0.2996 0.6745 2.1369  0.03
H -1.1306 -2.6455 -2.6603  0.07
H 2.7213 0.9913 -3.1444  0.03
H 2.3064 -0.1993 2.0247  0.01
H 3.7770 0.3900 -0.0993  -0.04
H 1.4109 -4.0569 0.1947  -0.01
H -0.6064 4.8578 -1.0381  0.03
H -4.5779 -0.8388 2.5596  0.01
H 0.2148 -1.6478 0.3005  0.03
H -1.5280 3.0509 1.4997  0.03
H 2.1544 2.3229 -2.6252  0.07
H -3.3262 -2.3119 1.1008  0.09
H -0.2061 -0.5441 -4.4533  0.00
H -0.9898 0.5831 -0.4980  -0.02
H -0.0539 -3.2079 0.9907  0.12
H 1.1293 0.1087 -4.3904  0.05
H -2.6180 -2.4840 -1.0845  -0.01
H 0.6147 0.1785 -0.7191  -0.03
H 2.2260 0.2549 3.8841  0.07
H -2.5240 2.8016 0.3506  0.02
H -3.3049 1.0166 -3.0701  0.02
H 2.0124 4.0659 2.2366  0.06



Record 2
The following is a quantum chemistry calculation of a 19-piece molecular cluster, H38O19 overall in a non-equilibrium geometry, from the Open Molecules 2025 dataset.

Values from the calculation:
E (eV): -39518.8232
Frontier orbital gap (eV): 10.43
Spin multiplicity: 1
LUMO energy (eV): -0.27
Net charge: 0
HOMO level (eV): -10.696

Each line ends with the Löwdin charge.
Positions of all 57 atoms, in Å:
O 2.8745 0.4787 -2.4114  -0.04
O -1.4825 2.8066 2.1032  -0.03
O 0.5839 0.9499 2.7400  -0.05
O 0.4045 -1.7097 0.1183  -0.03
O 1.0005 4.3906 -0.1310  -0.04
O -0.4866 -0.8722 -2.5763  -0.06
O -2.2515 -2.5683 2.0930  -0.05
O 2.6318 2.0070 1.0651  -0.05
O 2.9191 -1.8486 -1.5681  -0.07
O -3.7973 2.8160 0.2422  -0.03
O -3.9531 -0.7858 -0.8662  -0.03
O -1.3633 -3.0823 -1.3032  -0.05
O 3.4520 -0.7065 0.6076  -0.08
O -0.2836 2.5596 -1.8236  -0.04
O 1.7908 -1.3578 -4.6655  -0.05
O -1.4687 0.4538 -0.6130  -0.05
O -3.3146 0.4237 1.8212  -0.04
O 2.5338 -2.7557 2.3464  -0.04
O 0.0345 -1.4385 3.1094  -0.06
H -3.3835 -0.4968 1.5517  0.01
H -0.2284 1.2020 2.2933  0.03
H 1.1710 -1.6846 -4.0074  0.01
H -2.4587 -2.1087 1.2591  0.01
H -3.5041 3.7158 0.1154  0.05
H 1.9307 1.3805 0.8558  0.01
H 1.4733 0.9687 2.4259  0.01
H 0.6050 -1.2876 -0.7014  -0.01
H 3.4477 0.0743 -1.7644  0.02
H 3.1344 1.3996 -2.4680  0.06
H 2.8384 -2.8060 -1.7144  0.08
H -1.3345 -2.2292 2.0514  -0.01
H -3.3010 0.8990 0.9859  -0.03
H -1.3629 3.2397 1.2594  0.02
H -2.4223 0.3883 -0.7136  0.00
H 2.1806 -0.5987 -4.2306  0.00
H -1.1675 1.1618 -1.2182  0.02
H -4.6510 -1.0672 -1.4671  0.07
H 3.8109 -1.4314 1.1411  0.04
H 3.4189 1.5004 0.8299  0.03
H -0.5431 -2.7714 -1.6636  -0.01
H 0.9602 -1.2079 3.1566  0.03
H -1.0856 -0.3995 -1.9552  0.00
H -2.3410 2.3837 2.1770  0.02
H -4.0374 2.3765 -0.5758  0.05
H -1.2253 -3.3698 -0.4028  0.02
H -0.2742 -0.6807 3.6064  0.06
H 1.0191 3.7287 0.5565  0.02
H 2.5599 -1.1115 0.5239  0.01
H -0.1826 -1.2394 0.7166  0.03
H 1.8850 4.6656 -0.3689  0.06
H -3.1626 -1.2633 -1.1734  0.04
H 3.1573 -1.6739 -2.4957  0.04
H 0.4202 -0.8229 -2.2944  -0.01
H 2.3666 -3.7003 2.2616  0.06
H 1.6770 -2.3649 2.1643  -0.01
H -0.2558 3.3039 -1.2024  0.02
H -0.0080 2.9779 -2.6405  0.06



Record 3
The following is a quantum chemistry calculation of a 19-piece molecular cluster, H39O19 overall in a non-equilibrium geometry, from the Open Molecules 2025 dataset.

Values from the calculation:
E (eV): -39527.3903
Frontier orbital gap (eV): 9.65
Spin multiplicity: 1
LUMO energy (eV): -2.77
Net charge: +1
HOMO level (eV): -12.419

Each line ends with the Löwdin charge.
Positions of all 58 atoms, in Å:
O -2.4296 1.5880 2.4852  -0.07
O -2.9323 3.4999 0.1227  -0.05
O -2.8901 0.9860 -3.3097  -0.05
O -0.5790 1.9117 0.1941  -0.03
O 3.8985 1.0147 1.2474  -0.11
O -4.2175 -1.7148 -2.2741  -0.07
O 3.3289 3.6069 1.3391  -0.03
O 1.5449 0.6320 0.5686  -0.11
O -1.0575 -3.0035 2.4462  0.01
O -1.1364 -4.1797 -0.8277  -0.07
O 3.7789 -1.4500 0.6565  -0.09
O 0.0493 -1.7645 0.6610  -0.08
O 1.0790 -1.9283 -3.1607  -0.07
O 0.8756 2.2048 -3.4882  -0.02
O 2.2295 -1.0087 3.0321  -0.05
O 0.6401 -2.4579 4.1192  0.08
O -4.3875 -1.1071 1.6783  -0.05
O -0.7968 -0.2044 -1.8747  -0.06
O 3.4139 0.9750 -2.2293  -0.04
H -1.7916 -3.3386 2.9702  0.11
H 1.0368 -2.8908 -3.0063  0.05
H 2.0586 -1.8743 -3.1112  0.06
H 0.6055 -1.5307 4.3848  0.11
H 2.8627 -0.2643 2.9384  0.08
H -0.1757 -2.0803 -0.2223  0.01
H 0.8894 1.6502 -4.2600  0.06
H 3.6682 -1.4272 -0.2945  0.01
H -0.5705 0.7173 -2.0617  0.00
H -1.2404 2.4588 0.6238  0.01
H 0.2217 2.8632 -3.2932  0.05
H -3.7788 -2.4291 -2.7542  0.04
H -1.5292 2.0001 2.2622  0.06
H -4.8797 -0.7741 0.9225  0.04
H -0.2944 -4.6440 -0.7591  0.05
H -0.1395 -2.5214 3.2890  0.07
H 3.6261 -0.4755 0.8523  -0.04
H -1.3470 -3.2649 -0.5183  0.03
H 1.6680 -2.5047 3.7052  0.22
H -4.5172 -0.6733 2.5181  0.03
H 4.1655 1.4636 -2.5546  0.04
H -0.7761 2.0530 -0.7386  0.06
H 3.8027 2.0180 1.1546  0.04
H 3.0538 3.6480 2.2583  0.07
H -3.5333 -1.1754 -1.8394  0.02
H 2.6531 4.1672 0.9258  0.08
H -3.7937 3.6206 0.5467  0.07
H -3.1095 0.3341 -3.9773  0.04
H 1.4995 -1.1455 2.4283  0.02
H -3.6302 1.5913 -3.2780  0.04
H 2.5907 1.3345 -2.5803  0.00
H -1.4215 -2.1774 1.9677  0.13
H -0.8335 -0.7055 -2.6973  0.03
H 0.9181 1.4128 0.3080  0.05
H -2.6402 4.4248 0.0550  0.08
H 1.9976 0.6283 -0.2790  0.02
H -2.8577 1.7557 1.6425  0.00
H 0.4406 -0.8731 0.4069  0.04
H 4.6889 1.0283 0.6792  0.08



Record 4
The following is a quantum chemistry calculation of H39O20 as an isolated structure in a non-equilibrium geometry, from the Open Molecules 2025 dataset.

Values from the calculation:
E (eV): -41584.0494
Frontier orbital gap (eV): 9.59
Spin multiplicity: 1
LUMO energy (eV): 2.24
Net charge: -1
HOMO level (eV): -7.351

Each line ends with the Löwdin charge.
Positions of all 59 atoms, in Å:
O 2.2036 -2.2421 -4.1253  -0.08
O -2.1823 -2.2023 -4.4259  -0.04
O -1.6753 -3.2367 3.8193  -0.07
O 4.0529 1.4166 -2.0262  -0.05
O 2.1797 -1.8894 -1.0973  -0.08
O 3.9009 -1.0710 1.2621  -0.11
O 1.4414 3.2159 2.6047  -0.11
O -1.6754 1.7198 3.7740  -0.12
O 1.4607 -0.5428 2.2107  -0.23
O -0.1976 -4.2804 1.0896  -0.08
O 1.2621 -3.2967 3.5260  -0.13
O -0.6773 3.1304 -4.5346  -0.03
O -4.0406 -0.0607 -2.3799  -0.12
O 0.7375 1.1392 4.0269  -0.24
O -3.9417 -1.1729 1.7475  -0.05
O -1.1150 1.9834 0.7326  -0.13
O -0.0711 0.7970 -5.1445  -0.07
O -1.9646 1.6850 -2.4724  -0.04
O 1.2293 0.8310 -1.8638  -0.02
O -0.8909 4.0066 2.6679  -0.08
H 0.8655 0.0299 -1.5676  0.00
H -1.9066 1.8156 -1.5356  0.02
H -4.8713 -1.4313 1.6432  0.04
H 1.9177 -3.0470 4.2270  0.07
H 1.7035 -2.6013 -0.5290  0.11
H -1.0997 1.7664 -2.8684  -0.01
H 1.4357 -2.3649 3.1022  0.07
H -0.3389 3.9405 3.4320  0.01
H 1.0171 0.2130 3.1703  0.09
H 0.6234 0.7313 4.8610  0.00
H 1.9361 3.8350 3.1505  0.04
H 3.2501 1.2901 -1.5663  -0.04
H -2.2429 1.3359 4.3899  -0.02
H 0.2413 2.9793 -4.6988  0.03
H -1.0252 -4.4321 1.4707  -0.02
H -1.4525 1.6541 1.6194  0.02
H 2.9311 -0.9495 1.3120  -0.04
H 0.3683 -3.8525 1.8501  0.05
H -2.6215 -1.4089 -4.5766  -0.02
H 1.3718 2.3560 3.1192  0.01
H 0.2427 -0.0628 -5.4098  0.04
H -3.2738 0.4225 -2.8392  0.03
H -1.0669 2.5693 -5.1458  -0.01
H -0.3271 2.5035 1.1810  0.07
H 2.9715 -2.4090 -1.3047  0.06
H 3.9236 -1.0275 0.2843  0.01
H -1.4786 -2.0901 -3.7446  0.06
H -1.7529 -2.3043 3.8414  0.00
H -0.7795 -3.6402 3.7339  0.02
H 2.2040 -1.8808 -3.2044  0.01
H -3.8330 -0.3562 2.2256  0.01
H 1.0186 1.3837 -1.0855  0.07
H -1.7638 3.7040 2.8288  0.00
H -0.0029 0.9120 -4.1459  0.05
H 1.0690 -0.3074 1.4325  -0.07
H -0.7054 1.5598 4.1888  0.03
H -4.2304 0.5164 -1.6309  0.02
H 1.5940 -2.9837 -4.1951  0.03
H 4.3143 2.3259 -1.8383  0.04



Record 5
The following is a quantum chemistry calculation of one molecule with the formula H3INPS in a non-equilibrium geometry, from the Open Molecules 2025 dataset.

Values from the calculation:
E (eV): -29759.2751
Frontier orbital gap (spin up / spin down) (eV): 7.14 / 6.72
Spin multiplicity: 3
LUMO energy (spin up / spin down) (eV): 0.37 / -2.59
Net charge: 0
HOMO level (spin up / spin down) (eV): -6.776 / -9.305

Each line ends with the Mulliken spin population.
Positions of all 7 atoms, in Å:
I 1.2818 1.9228 1.4202  0.82
S -0.1222 0.4208 -0.1647  0.52
P -0.2207 -1.3339 0.8750  0.06
N 0.7117 0.2186 -1.3800  0.60
H -0.9935 -1.7444 -0.2796  0.01
H -1.3263 -0.5143 1.4567  0.00
H 0.6692 1.0304 -1.9275  -0.01



Record 6
The following is a quantum chemistry calculation of H3IO3P as an isolated structure in a non-equilibrium geometry, from the Open Molecules 2025 dataset.

Values from the calculation:
E (eV): -23573.1045
Frontier orbital gap (spin up / spin down) (eV): 6.42 / 6.48
Spin multiplicity: 1
LUMO energy (spin up / spin down) (eV): -8.24 / -8.21
Net charge: +1
HOMO level (spin up / spin down) (eV): -14.665 / -14.698

Each line ends with the Löwdin charge.
Positions of all 8 atoms, in Å:
I -3.1125 1.7216 0.9453  0.40
P -0.4255 0.1646 0.0059  0.59
O 0.6251 0.8213 0.9061  -0.13
O -0.4621 -1.3468 0.4541  -0.14
O 0.2976 0.3619 -1.4534  -0.11
H -0.1664 -1.7038 1.3465  0.16
H 1.0297 1.6022 0.4807  0.13
H 0.2330 -0.0753 -2.2860  0.09



Record 7
The following is a quantum chemistry calculation of a 3-piece molecular cluster, H3N2O3S overall in a non-equilibrium geometry, from the Open Molecules 2025 dataset.

Values from the calculation:
E (eV): -20004.3920
Frontier orbital gap (eV): 5.69
Spin multiplicity: 1
LUMO energy (eV): 2.35
Net charge: -1
HOMO level (eV): -3.340

Each line ends with the Löwdin charge.
Positions of all 9 atoms, in Å:
S 1.4535 -0.5378 -2.7658  0.81
O 2.4897 -1.2654 -3.5221  -0.53
O -0.8811 -1.3803 -4.1630  -0.59
O 1.4800 0.9203 -2.9672  -0.53
N -1.4518 0.8036 4.2357  -0.06
N -0.4006 0.7425 4.9213  -0.08
H -0.9230 -0.8406 -4.9701  -0.16
H -2.1946 0.1978 4.7441  0.06
H 0.4279 1.3599 4.4871  0.08



Record 8
The following is a quantum chemistry calculation of a 2-piece molecular cluster, H3N2O4 overall in a non-equilibrium geometry, from the Open Molecules 2025 dataset.

Values from the calculation:
E (eV): -11213.4594
Frontier orbital gap (spin up / spin down) (eV): 7.32 / 7.33
Spin multiplicity: 1
LUMO energy (spin up / spin down) (eV): 4.31 / 4.31
Net charge: -1
HOMO level (spin up / spin down) (eV): -3.009 / -3.020

Each line ends with the Löwdin charge.
Positions of all 9 atoms, in Å:
O 0.9638 -1.2399 -0.2024  -0.20
O -2.0951 0.7012 -0.4802  -0.21
O 2.7638 0.0889 -0.1020  -0.01
O 0.8360 0.9450 0.5539  0.00
N -0.3268 -1.3907 0.1032  -0.12
N 1.5641 0.1819 -0.0500  -0.42
H -0.4521 -0.8823 0.9067  -0.06
H -1.3167 -0.0369 -0.4425  0.02
H -1.9371 1.6327 -0.2868  -0.01



Record 9
The following is a quantum chemistry calculation of a 2-piece molecular cluster, H3N2P overall in a non-equilibrium geometry, from the Open Molecules 2025 dataset.

Values from the calculation:
E (eV): -12312.0159
Frontier orbital gap (spin up / spin down) (eV): 8.85 / 9.12
Spin multiplicity: 1
LUMO energy (spin up / spin down) (eV): -0.55 / -0.30
Net charge: 0
HOMO level (spin up / spin down) (eV): -9.402 / -9.422

Each line ends with the Löwdin charge.
Positions of all 6 atoms, in Å:
P -1.1154 -0.1705 -0.0286  0.71
N 0.5330 -0.6398 -0.0047  -0.36
N 0.3069 0.7507 -0.1794  -0.38
H -1.3478 -0.0412 1.2907  -0.15
H 0.5631 1.3328 0.5347  0.01
H 1.0601 -1.2321 -1.6128  0.17



Record 10
The following is a quantum chemistry calculation of one molecule with the formula H3N2P in a non-equilibrium geometry, from the Open Molecules 2025 dataset.

Values from the calculation:
E (eV): -12314.7458
Frontier orbital gap (spin up / spin down) (eV): 8.04 / 8.17
Spin multiplicity: 1
LUMO energy (spin up / spin down) (eV): -0.14 / 0.19
Net charge: 0
HOMO level (spin up / spin down) (eV): -8.177 / -7.979

Each line ends with the Löwdin charge.
Positions of all 6 atoms, in Å:
P 1.1472 0.9173 0.0511  0.71
N -0.3980 0.4472 0.1950  -0.60
N -0.9739 -0.6797 0.0162  -0.01
H -1.0715 0.9593 0.6283  0.03
H 1.5062 -0.4030 -0.4859  -0.14
H -0.2100 -1.2411 -0.4048  0.01